(1)
{
  "formula": "C3H7O",
  "method": "the ωB97M-V functional and the def2-TZVPD basis",
  "symbols": ["C", "O", "C", "C", "H", "H", "H", "H", "H", "H", "H"],
  "coordinates": [[1.3852, 0.7394, 0.2914], [0.6100, 0.6165, 1.2998], [2.6100, 0.1234, 0.0964], [-2.4335, -0.5926, -0.2802], [1.2043, 1.6077, -0.3601], [2.9313, -0.5986, 0.8429], [3.3062, 0.5564, -0.6136], [-3.2705, -1.0469, 0.2411], [-2.7451, 0.0360, -1.1181], [-1.7361, -0.0407, 0.3491], [-1.8617, -1.4007, -0.7488]],
  "atomic_forces_ev_per_a": [[1.2, 0.4, 1.8], [-0.4, -0.4, -0.8], [-0.7, 0.1, -0.1], [0.6, -0.3, -0.8], [-0.3, 0.1, -0.6], [0.2, 0.0, -0.2], [0.0, -0.3, -0.1], [-0.1, 0.3, 0.1], [-0.3, 0.1, 0.3], [-0.1, 0.0, 0.2], [0.0, 0.0, 0.2]],
  "molar_mass_da": 59.1,
  "homo_lumo_gap_ev": 6.26,
  "e_above_lowest_ev": 0.186,
  "homo_ev": -1.9879,
  "total_charge": -1,
  "lumo_ev": 4.27,
  "multiplicity": 1,
  "energy_ev": -5271.5033
}

---

(2)
{
  "formula": "C14H32O6",
  "method": "the ωB97M-V functional and the def2-TZVPD basis",
  "symbols": ["C", "C", "C", "C", "O", "O", "C", "O", "O", "C", "C", "C", "C", "C", "H", "H", "H", "H", "H", "H", "H", "H", "H", "H", "H", "H", "H", "H", "H", "H", "H", "H", "H", "H", "C", "C", "O", "H", "H", "H", "H", "H", "H", "C", "C", "O", "H", "H", "H", "H", "H", "H"],
  "coordinates": [[-0.9988, -0.3805, 4.7494], [0.1345, -0.6229, 3.7556], [0.1667, 0.4589, 2.6593], [-1.0182, 0.2866, 1.7439], [-0.9699, 1.1420, 0.5945], [-0.3917, 0.4262, -0.4961], [-1.4226, 0.0018, -1.3157], [-2.3307, -0.7197, -0.9075], [-1.3285, 0.3695, -2.5916], [-0.3809, 1.3914, -2.9973], [-0.6135, 2.7275, -2.3273], [1.0679, 0.9312, -2.9610], [1.2399, -0.4588, -3.5847], [1.1972, -1.5884, -2.5387], [-1.9583, -0.5819, 4.2830], [-0.9277, -1.0206, 5.6124], [-1.0023, 0.6684, 5.0284], [-0.0936, -1.5599, 3.2513], [1.0846, -0.6884, 4.2655], [1.1072, 0.3655, 2.1251], [0.1467, 1.4177, 3.1683], [-1.1087, -0.7381, 1.4099], [-1.9247, 0.5670, 2.2649], [-0.5934, 1.5426, -4.0486], [0.1004, 3.4206, -2.7618], [-0.4288, 2.7170, -1.2627], [-1.5986, 3.1047, -2.5745], [1.4702, 0.9568, -1.9575], [1.5978, 1.6229, -3.6071], [0.4748, -0.6487, -4.3240], [2.2140, -0.5054, -4.0566], [1.5667, -1.2393, -1.5805], [0.1665, -1.8854, -2.3779], [1.7844, -2.4392, -2.8537], [-2.5498, -0.0916, -7.6058], [-1.6426, 0.2158, -6.4294], [-0.3007, -0.2084, -6.6701], [-2.5442, -1.1606, -7.8181], [-3.5750, 0.2205, -7.4028], [-2.2041, 0.4234, -8.5054], [-1.9791, -0.3121, -5.5381], [-1.6510, 1.2905, -6.2134], [0.0192, 0.2579, -7.4466], [2.6501, -1.2549, 8.5502], [2.0593, -1.3425, 7.1551], [1.0345, -0.3722, 6.9495], [1.8712, -1.3919, 9.3003], [3.4190, -2.0140, 8.7001], [3.0980, -0.2728, 8.7183], [1.5981, -2.3162, 6.9962], [2.8426, -1.2086, 6.4005], [1.4262, 0.4966, 7.0731]],
  "atomic_forces_ev_per_a": [[0.0, 0.1, -0.6], [-0.9, 0.2, -0.4], [0.3, -0.6, 0.7], [0.3, 0.2, 0.0], [-0.3, 0.0, 0.1], [0.2, 0.2, -0.6], [-2.3, -1.8, 0.8], [2.0, 1.8, -0.9], [0.2, 0.0, 0.7], [0.6, 0.5, 0.0], [0.2, 0.0, -0.2], [-0.5, -0.5, -0.6], [0.4, -0.4, 1.0], [-0.4, 0.6, -0.2], [-0.2, 0.0, -0.1], [0.1, 0.0, 0.4], [0.0, 0.1, 0.4], [0.4, -0.4, 0.0], [0.3, 0.0, 0.1], [0.1, 0.1, -0.3], [0.0, 0.4, -0.2], [-0.1, -0.2, -0.1], [-0.3, 0.1, 0.0], [-0.4, -0.3, -0.2], [0.1, 0.2, -0.1], [-0.2, 0.0, 0.3], [-0.3, 0.0, 0.2], [0.2, 0.1, 0.2], [0.2, 0.4, 0.2], [0.0, 0.1, -0.4], [0.1, 0.1, -0.3], [0.3, 0.0, 0.2], [-0.1, -0.3, 0.1], [0.0, -0.3, -0.1], [0.1, -0.1, 0.0], [0.1, 0.1, -0.2], [-0.1, 0.0, 0.2], [0.0, 0.0, 0.0], [0.0, 0.0, 0.0], [0.0, 0.1, 0.0], [0.1, 0.0, 0.0], [-0.1, 0.0, 0.1], [0.1, 0.0, -0.1], [-0.1, 0.0, 0.0], [0.1, 0.3, 0.1], [0.1, -0.2, 0.1], [0.0, 0.0, 0.0], [0.0, 0.0, 0.0], [0.1, 0.0, 0.0], [-0.1, 0.0, -0.1], [0.0, -0.1, 0.0], [0.0, 0.1, 0.0]],
  "smiles": "CCCCOOC(=O)O[C@@H](C)CCC.CCO.CCO",
  "molar_mass_da": 296.4,
  "homo_lumo_gap_ev": 10.99,
  "e_above_lowest_ev": 0.000,
  "homo_ev": -10.1824,
  "total_charge": 0,
  "lumo_ev": 0.81,
  "multiplicity": 1,
  "energy_ev": -27318.6625
}